A structure of composition C39H87CuF3N3O16S5 at a distorted geometry, computed with ωB97M-V/def2-TZVPD.

Values from the calculation:
⟨S²⟩: 2.009
Spin multiplicity: 3
HOMO-LUMO gap (spin up / spin down) in eV: 5.47 / 1.43
Net charge: +2

Positions of all 154 atoms, in Å:
Cu: -14.4230 3.0725 5.2276
C: -16.7477 4.8119 7.4197
O: -15.7178 4.9374 8.3853
O: -16.1753 4.0430 6.3493
C: -18.1953 4.5564 8.1087
F: -19.1716 4.7978 7.2303
F: -18.5141 3.3096 8.5683
F: -18.4290 5.3835 9.1469
C: -15.6005 4.0139 9.4713
C: -14.4801 4.5653 10.3294
H: -14.4960 4.0610 11.2957
H: -13.4830 4.4168 9.9148
H: -14.5892 5.5988 10.6582
H: -15.5693 2.9686 9.1638
H: -16.5217 4.1664 10.0336
H: -16.7924 5.8451 7.0754
C: -15.9757 7.3994 12.9633
C: -17.1476 8.2952 12.5851
C: -18.3061 8.2651 13.5534
O: -16.6792 9.6258 12.6004
H: -15.6110 7.7530 13.9277
H: -15.1798 7.5397 12.2319
H: -16.3037 6.3759 13.1445
H: -17.5237 8.0029 11.6047
H: -19.0698 9.0102 13.3300
H: -18.0084 8.5472 14.5633
H: -18.8276 7.3086 13.5888
H: -17.4487 10.1981 12.6435
C: -11.1093 2.8698 15.9800
C: -11.1905 3.7595 14.7142
C: -12.6464 3.6489 14.1769
O: -12.8891 2.4017 13.6160
C: -14.2754 2.0834 13.4715
N: -10.9075 5.1484 15.1028
H: -11.3304 1.8259 15.7574
H: -11.6603 3.1756 16.8694
H: -10.0689 2.8583 16.3047
H: -10.5167 3.4314 13.9227
H: -12.9588 4.2781 13.3435
H: -13.2988 3.7842 15.0395
H: -14.3049 1.1223 12.9582
H: -14.8381 2.7429 12.8107
H: -14.8738 2.0082 14.3794
H: -11.5702 5.4777 15.7901
H: -11.1323 5.7761 14.3441
C: -13.2037 6.2705 6.3631
C: -12.2059 5.1713 6.6187
C: -11.2014 5.4333 7.8322
O: -10.0599 4.4543 7.9016
C: -8.9573 4.6496 7.0325
N: -13.0497 3.9638 6.8649
H: -13.7535 6.4907 7.2781
H: -13.9084 6.1225 5.5449
H: -12.7309 7.2331 6.1683
H: -11.7064 4.8944 5.6903
H: -11.7288 5.3376 8.7813
H: -10.7812 6.4388 7.8111
H: -8.0554 4.1193 7.3383
H: -8.5822 5.6677 6.9277
H: -9.1324 4.1528 6.0783
H: -13.6751 4.3044 7.5811
H: -12.5623 3.2736 7.4182
C: -21.5475 1.1894 8.2444
C: -22.1174 0.4386 7.0612
C: -21.0990 -0.0222 6.0079
O: -20.8559 0.9201 4.9903
C: -19.7929 1.8356 5.2637
N: -22.9948 -0.6324 7.5694
H: -20.8259 0.5287 8.7249
H: -22.3749 1.4207 8.9153
H: -21.0311 2.0584 7.8368
H: -22.8806 1.0460 6.5747
H: -21.5481 -0.8663 5.4845
H: -20.2079 -0.4642 6.4537
H: -19.5005 2.3258 4.3350
H: -18.9255 1.3607 5.7222
H: -20.2417 2.5086 5.9943
H: -23.3694 -1.1799 6.8078
H: -23.7938 -0.2570 8.0603
C: -18.7814 1.5646 11.3375
C: -18.0154 2.0817 12.6350
C: -19.0442 2.2200 13.7153
S: -20.5104 3.1105 12.9542
O: -20.3291 4.5377 13.1750
O: -21.6820 2.3996 13.4686
C: -20.0610 2.5202 11.2353
H: -19.1420 0.5363 11.3625
H: -18.2166 1.7234 10.4189
H: -17.3414 2.9300 12.5158
H: -17.3575 1.2450 12.8700
H: -18.7644 2.8347 14.5708
H: -19.4838 1.3304 14.1663
H: -19.9608 3.4621 10.6959
H: -20.8826 2.0287 10.7142
C: -17.8417 7.7440 3.2948
C: -17.7245 6.7152 4.4043
C: -18.6252 5.5145 4.0891
S: -18.6934 5.3266 2.2043
O: -20.1276 5.2327 1.9159
O: -17.7426 4.2588 1.8207
C: -17.9036 7.0631 1.9106
H: -16.9636 8.3893 3.2685
H: -18.6360 8.4015 3.6482
H: -17.9607 7.1833 5.3600
H: -16.6584 6.4898 4.4314
H: -19.6319 5.8227 4.3711
H: -18.3031 4.5952 4.5782
H: -18.5154 7.6114 1.1942
H: -16.8632 6.9323 1.6129
C: -9.2791 8.0656 10.3133
C: -10.2890 9.2388 10.1965
C: -11.3857 9.2146 11.3057
S: -11.7625 7.4062 11.4394
O: -12.6950 7.1356 10.3387
O: -11.9904 6.9330 12.8053
C: -10.0379 6.9108 11.0077
H: -8.3719 8.3361 10.8537
H: -8.9812 7.9170 9.2754
H: -10.8157 9.0898 9.2539
H: -9.7982 10.2117 10.2222
H: -12.2922 9.7897 11.1174
H: -11.1064 9.5186 12.3144
H: -10.1055 5.9773 10.4490
H: -9.5632 6.7657 11.9782
C: -15.3801 9.9268 9.2454
C: -15.8991 8.6260 8.6231
C: -17.1151 8.9724 7.7642
S: -17.8772 10.4441 8.4560
O: -19.0384 10.0668 9.2567
O: -17.9607 11.5267 7.4711
C: -16.4604 10.8465 9.5008
H: -14.6211 10.3465 8.5852
H: -14.9247 9.6484 10.1957
H: -16.2607 8.0468 9.4727
H: -15.1279 8.1508 8.0168
H: -17.8471 8.2056 7.5105
H: -16.7719 9.2518 6.7681
H: -16.8647 10.8935 10.5119
H: -16.1645 11.8527 9.2037
C: -22.5648 7.1295 9.0606
C: -22.4726 6.0665 7.9213
C: -22.5369 6.8975 6.5972
S: -21.5612 8.4432 6.8735
O: -22.3305 9.6260 6.5518
O: -20.1963 8.3203 6.3979
C: -21.5487 8.2249 8.8406
H: -22.4769 6.4502 9.9085
H: -23.5839 7.5158 9.0786
H: -23.2460 5.2988 7.9467
H: -21.4569 5.6848 8.0252
H: -23.5526 7.2737 6.4752
H: -22.2985 6.4175 5.6480
H: -21.6851 9.2065 9.2943
H: -20.5553 7.8530 9.0918